C20H24IrN3PSe2Si | ωB97M-V/def2-TZVPD

Geometry (Å):
1 H 2.28 -2.48 0.99
2 Se -3.16 -0.30 -2.22
3 C 3.05 0.85 0.73
4 C -2.61 0.48 -3.80
5 C -2.63 1.31 -1.09
6 H -0.35 0.30 3.54
7 C -4.50 3.10 0.46
8 H 3.60 -6.49 0.16
9 H 2.72 1.43 -0.13
10 C 2.54 -0.49 2.68
11 C 2.99 -5.65 -0.14
12 H -1.67 0.01 2.39
13 H 5.88 -0.17 2.26
14 H -0.47 -1.26 2.69
15 H 4.24 -1.22 3.77
16 C 2.11 0.27 1.59
17 H -5.15 2.26 0.71
18 Se -0.06 -2.98 -2.83
19 C 3.90 -0.64 2.92
20 C 0.05 2.29 1.27
21 C -1.58 0.64 -0.82
22 H -1.01 2.47 1.08
23 H 1.83 -0.96 3.35
24 C 2.25 -5.72 -1.27
25 C 4.40 0.69 0.97
26 H -5.52 3.61 -2.63
27 N 0.71 -4.54 -2.72
28 H -5.65 1.88 -2.33
29 H 2.23 -6.60 -1.90
30 H -5.12 4.00 0.47
31 H 0.65 2.79 0.51
32 C -2.47 4.27 -1.58
33 C 4.82 -0.05 2.06
34 Si -3.71 2.94 -1.21
35 H -3.01 5.22 -1.68
36 H 5.12 1.15 0.31
37 H 0.32 2.68 2.25
38 H -1.74 4.39 -0.78
39 C 1.46 -3.40 -0.80
40 Ir -0.14 -0.57 -0.64
41 H 3.62 -4.46 1.56
42 H -3.76 3.21 1.26
43 N 0.68 -2.42 -1.26
44 C 2.99 -4.47 0.67
45 C -4.95 2.68 -2.56
46 P 0.38 0.51 1.27
47 H -4.51 2.49 -3.54
48 C 1.46 -4.58 -1.64
49 C -0.62 -0.18 2.60
50 H -1.93 4.10 -2.51
51 C 2.26 -3.37 0.37
52 N -2.25 0.97 -4.78

Computed properties:
HOMO level (alpha / beta)	-14.74 / -14.71	eV
F_max	0.0084	hartree/bohr
multiplicity	2
energy above the lowest of the compared OMol25 structures with the same formula, charge and spin	4.0	kcal per mole
<S²>	0.753
LUMO (alpha / beta)	-7.51 / -8.74	eV
charge	+2

Here are the Mulliken charges for atoms 1 to 2, given in e:
1 H 0.30
2 Se 0.14